Entry 1:
ORCA calculation (ωB97M-V/def2-TZVPD) on a molecular structure, C35H41CuN3O5PS2Te in a non-equilibrium geometry.

XYZ file:
```
89
Properties=species:S:1:pos:R:3
Cu 0.5951 1.1566 -1.6988
S -1.1639 2.1420 -0.6821
C -2.0624 1.9781 -2.1599
S -1.2392 1.3460 -3.5033
C -3.4139 2.3683 -2.2118
C -4.0869 2.9259 -1.1043
N -4.6826 3.3770 -0.2198
C -4.2015 2.1617 -3.3662
N -4.9013 1.9787 -4.2689
C -0.1509 6.2753 0.4521
C -0.3572 5.0268 1.2955
O 0.8768 4.3363 1.5219
P 1.6310 3.5510 0.2983
O 2.9410 4.5459 0.2060
C 3.8878 4.2122 -0.8048
C 4.5746 5.4777 -1.2873
O 2.3667 2.4379 1.2619
C 1.5848 1.3534 1.7450
C 1.4777 1.4002 3.2594
H -1.0418 6.9033 0.4834
H 0.0530 5.9807 -0.5783
H 0.7061 6.8404 0.8227
H -1.0737 4.3604 0.8134
H -0.7292 5.2846 2.2901
H 3.3921 3.7005 -1.6366
H 4.6290 3.5266 -0.3788
H 3.8699 6.1150 -1.8214
H 5.3994 5.2175 -1.9516
H 4.9668 6.0352 -0.4355
H 2.0790 0.4362 1.4222
H 0.5811 1.3618 1.3062
H 2.4710 1.4170 3.7105
H 0.9327 0.5235 3.6159
H 0.9461 2.3016 3.5637
C -1.2059 -3.3933 6.1267
C -1.1706 -2.8387 4.7271
C -0.0015 -2.8231 3.9884
C 0.0443 -2.3470 2.6774
C 1.3546 -2.4037 1.9446
C -1.1248 -1.8580 2.0857
Te -1.4058 -0.8954 0.1210
N 0.1614 -0.6303 -1.0073
C 0.6912 -1.8530 -1.4310
O 0.2600 -2.8836 -0.8108
C 1.6554 -1.8611 -2.4533
C 2.0037 -0.5755 -3.2045
C 3.2125 -0.7787 -4.0976
C 3.8015 -1.9687 -4.2899
C 3.3454 -3.1682 -3.6409
C 2.3131 -3.0690 -2.7527
C -2.4569 -2.6533 -0.5741
C -2.2347 -3.9026 -0.0111
C -2.9504 -5.0036 -0.4460
C -3.8747 -4.8625 -1.4719
C -4.0964 -3.6169 -2.0320
C -3.4046 -2.4894 -1.5890
C -3.6706 -1.1480 -2.2071
C -2.3156 -1.8330 2.8401
C -3.6105 -1.2866 2.2903
C -2.3209 -2.3335 4.1355
H -0.2250 -3.7677 6.4179
H -1.9211 -4.2156 6.1913
H -1.5112 -2.6287 6.8436
H 0.9142 -3.2009 4.4327
H 1.9687 -3.2249 2.3170
H 1.9099 -1.4749 2.0820
H 1.1705 -2.5532 0.8805
H 1.1533 -0.2481 -3.8230
H 3.5901 0.1145 -4.5872
H 4.6634 -2.0366 -4.9497
H 3.8532 -4.1068 -3.8272
H 1.9688 -3.9394 -2.2040
H -1.4765 -4.0121 0.7514
H -2.7875 -5.9703 0.0150
H -4.4165 -5.7246 -1.8432
H -4.8193 -3.5072 -2.8323
H -4.5969 -1.1455 -2.7800
H -2.8565 -0.8693 -2.8817
H -3.7387 -0.3639 -1.4495
H -3.5204 -0.2246 2.0518
H -4.4107 -1.4078 3.0197
H -3.8976 -1.8117 1.3779
H -3.2507 -2.3279 4.6960
C 3.3149 0.2422 -1.1796
C 2.2785 0.5729 -2.2356
O 2.0369 1.7947 -2.5176
H 4.2454 0.0162 -1.7091
H 3.0335 -0.6477 -0.6186
H 3.4711 1.0901 -0.5153
```

Output
HOMO: -0.9 eV
E_LUMO: 3.73 eV
largest force on an atom: 3.06 eV Å⁻¹
total charge: -2
E_tot: -4945.02705 Eh

Mulliken population analysis, charges in e, atoms 1 to 5: -1.364 -0.679 0.858 -0.429 0.453

=====

Entry 2:
ORCA calculation (ωB97M-V/def2-TZVPD) on a molecular structure, C21H42BaNO5 in a non-equilibrium geometry.

XYZ file:
```
70
Properties=species:S:1:pos:R:3
Ba -2.7543 -0.0118 1.6276
C 3.2354 0.2467 -2.7033
C 4.1665 -0.9068 -2.2110
C 5.6885 -0.5544 -2.5773
C 6.5414 0.1164 -1.5285
C 6.2756 -0.6816 -0.1930
C 4.7668 -0.6914 0.2869
N 3.9379 -1.1892 -0.7664
O 2.6128 -1.6262 -0.3957
C 4.3371 0.7959 0.6599
C 4.7111 -1.5019 1.6021
C 3.8052 -2.1321 -3.0618
H 2.2811 -0.2472 -2.8862
H 3.5882 0.6535 -3.6511
H 3.2376 0.9395 -1.8618
H 5.8165 0.1575 -3.3927
H 6.0463 -1.4475 -3.0897
H 6.4627 1.1922 -1.3719
H 7.5647 -0.1437 -1.7993
H 6.7675 -0.0292 0.5286
H 6.6573 -1.6950 -0.3168
H 5.0385 1.2759 1.3424
H 3.3899 0.8448 1.1971
H 4.3225 1.3870 -0.2558
H 3.6871 -1.4444 1.9710
H 5.3109 -1.0242 2.3768
H 5.0147 -2.5367 1.4439
H 4.2133 -1.9761 -4.0604
H 2.7520 -2.3642 -3.2193
H 4.1277 -3.0588 -2.5870
C -3.9507 6.5996 -1.7524
C -2.5539 6.3769 -1.0265
O -2.4168 5.3158 -0.4517
C -1.5933 7.4629 -1.0877
H -4.8456 6.3940 -1.1651
H -4.0015 5.9869 -2.6525
H -3.9166 7.6408 -2.0731
H -0.9884 7.2996 -1.9796
H -0.9231 7.2996 -0.2438
H -1.9768 8.4826 -1.1235
C -6.9755 -6.8092 2.8903
C -5.6756 -6.5790 2.1607
O -5.2732 -5.4042 1.9857
C -4.7673 -7.7756 1.7524
H -7.7064 -6.8582 2.0831
H -7.1277 -5.9540 3.5489
H -6.9039 -7.7121 3.4966
H -4.9518 -8.7679 2.1639
H -3.6978 -7.5941 1.8581
H -4.8734 -7.9103 0.6760
C -4.0698 -1.1489 -6.0005
C -3.7254 -1.9412 -4.8020
O -3.7664 -1.4225 -3.6781
C -3.3570 -3.4430 -4.9223
H -4.2647 -0.0965 -5.7939
H -5.0482 -1.4701 -6.3579
H -3.1617 -1.3307 -6.5753
H -4.1956 -4.0553 -5.2537
H -3.0141 -3.7207 -3.9256
H -2.6020 -3.6357 -5.6846
C -0.0614 4.8243 6.8266
C -1.1364 3.7449 6.8808
O -1.1735 2.7783 6.1130
C -2.1243 3.8533 7.9668
H 0.9881 4.5561 6.9479
H -0.1521 5.6480 7.5347
H -0.3475 5.2481 5.8639
H -2.4707 2.9171 8.4045
H -3.0093 4.3217 7.5361
H -1.7911 4.5320 8.7520
```

Output
HOMO: -7.2 eV
E_LUMO: -4.93 eV
largest force on an atom: 5.50 eV Å⁻¹
total charge: +1
E_tot: -1281.27004 Eh

Mulliken population analysis, charges in e, atoms 1 to 5: 0.961 -1.526 1.447 -1.129 -0.699

=====

Entry 3:
ORCA calculation (ωB97M-V/def2-TZVPD) on C5H8N2O2 in the gas phase in a non-equilibrium geometry.

XYZ file:
```
17
Properties=species:S:1:pos:R:3
N -2.7175 -0.7038 -0.4335
C -1.5798 0.1524 -0.4520
C -1.3427 1.0899 0.6396
C -0.4699 -0.1638 0.4922
C 0.9320 0.0123 0.2130
N 1.5163 1.0272 -0.2940
O 2.7690 0.6880 -0.6424
C 3.0091 -0.5146 0.0496
O 1.7330 -1.0677 0.2745
H -2.6165 -1.4692 -1.0910
H -3.5448 -0.1956 -0.7201
H -1.1955 0.4691 -1.4224
H -0.8769 2.0189 0.3576
H -2.0851 1.1469 1.4365
H -0.6569 -0.9995 1.1389
H 3.5105 -0.3227 1.0199
H 3.6158 -1.1677 -0.5664
```

Output
HOMO: -8.7 eV
E_LUMO: 0.99 eV
largest force on an atom: 3.23 eV Å⁻¹
SMILES string: N[C@H]1C[C@@H]1C1=NOCO1
E_tot: -455.21488 Eh

Mulliken population analysis, charges in e, atoms 1 to 5: -0.662 0.188 -0.855 -0.267 0.330

=====

Entry 4:
ORCA calculation (ωB97M-V/def2-TZVPD) on a molecular structure, C28H32BrGaN6O4.

XYZ file:
```
72
Properties=species:S:1:pos:R:3
Ga 0.6903 0.2072 0.0661
O -0.6511 2.0042 -4.6939
C -1.2846 2.8090 -3.7732
C -2.3415 3.6378 -4.1049
C -2.9376 4.4048 -3.1146
C -2.4770 4.3411 -1.8066
C -1.4162 3.5023 -1.4932
C -0.8119 2.7215 -2.4692
C 0.3685 1.8261 -2.1530
O 0.6355 1.8033 -0.7987
N 0.1032 0.4154 -2.6264
N -0.1061 -0.5092 -1.6748
C -0.6656 -1.6359 -1.9069
C -0.8740 -2.6348 -0.8712
Br -0.4753 -2.0076 0.8957
C -1.3721 -3.8655 -0.9792
C -1.7001 -4.5904 -2.2120
C -1.0285 -4.3924 -3.4200
C -1.4034 -5.1005 -4.5490
C -2.4509 -6.0117 -4.4833
C -3.1091 -6.2340 -3.2815
C -2.7252 -5.5360 -2.1485
H -0.9542 2.2108 -5.5863
H -2.6967 3.6857 -5.1286
H -3.7606 5.0589 -3.3724
H -2.9320 4.9552 -1.0406
H -1.0174 3.4729 -0.4877
H 1.2468 2.1550 -2.7104
H -0.4081 0.3196 -3.4954
H -1.0401 -1.8663 -2.9012
H -1.5892 -4.3951 -0.0565
H -0.1692 -3.7323 -3.4733
H -0.8660 -4.9585 -5.4772
H -2.7392 -6.5657 -5.3670
H -3.9105 -6.9589 -3.2238
H -3.2313 -5.7163 -1.2066
N 7.2158 -2.3527 0.6282
C 6.6376 -1.5987 -0.3320
O 7.2055 -1.1515 -1.3009
C 5.1683 -1.2664 -0.1522
C 4.5462 -1.1356 1.0812
C 3.2214 -0.7592 1.1234
N 2.5153 -0.5331 0.0020
C 3.1173 -0.6560 -1.1985
C 4.4400 -1.0132 -1.3061
H 8.1873 -2.5947 0.5115
H 6.6886 -2.8357 1.3326
H 5.0779 -1.2943 2.0103
H 2.6947 -0.6381 2.0603
H 2.5134 -0.4445 -2.0723
H 4.9220 -1.0790 -2.2717
C -2.1069 1.4523 1.2325
N -1.2962 2.1099 2.2566
C -1.9430 3.1638 3.0601
C -1.3245 3.2081 4.4376
C 0.1681 3.3923 4.3065
N 0.7217 2.3835 3.3857
C 2.1446 2.0686 3.5144
C -0.0260 1.7624 2.4787
O 0.5236 0.7874 1.8250
H -2.9686 2.0857 1.0402
H -2.4578 0.4743 1.5564
H -1.5745 1.3773 0.2872
H -3.0027 2.9247 3.1133
H -1.8390 4.1242 2.5496
H -1.5397 2.2780 4.9679
H -1.7508 4.0268 5.0141
H 0.6656 3.2633 5.2660
H 0.4135 4.3885 3.9331
H 2.3064 1.1863 4.1347
H 2.6270 2.9200 3.9875
H 2.5968 1.9249 2.5385
```

Output
HOMO: -13.3 eV
E_LUMO: -5.74 eV
largest force on an atom: 0.57 eV Å⁻¹
total charge: +2
E_tot: -6214.06951 Eh

Mulliken population analysis, charges in e, atoms 1 to 5: -0.877 -0.597 1.038 -0.853 -0.496

=====

Entry 5:
ORCA calculation (ωB97M-V/def2-TZVPD) on a molecular structure, C40H32ClIN6O3RhTe in a non-equilibrium geometry.

XYZ file:
```
85
Properties=species:S:1:pos:R:3
Rh -0.5179 -0.0654 -0.4268
C -1.4074 2.2300 -3.8797
C -0.2142 2.8733 -4.2123
C 0.9338 2.4903 -3.5750
C 0.9047 1.4973 -2.5822
N -0.2560 0.8968 -2.2461
C -1.3792 1.2680 -2.9070
N 2.1366 1.1754 -2.0642
C 2.3312 0.4393 -1.0392
N 1.4124 -0.1100 -0.1699
C 2.0406 -0.9537 0.7143
N 1.5466 -1.7439 1.6009
C 0.2283 -1.7167 1.9882
C -0.1108 -2.5310 3.0791
C -1.3292 -2.3857 3.6938
C -2.1956 -1.3899 3.2439
C -1.8402 -0.6688 2.1328
N -0.6889 -0.8813 1.4608
C 3.4855 -0.9119 0.4228
C 4.5439 -1.5775 1.0104
C 5.8081 -1.3393 0.4819
C 5.9906 -0.4664 -0.5905
C 4.9169 0.1962 -1.1760
C 3.6672 -0.0464 -0.6419
H -2.3413 2.4675 -4.3677
H -0.1941 3.6520 -4.9627
H 1.8928 2.9361 -3.7906
H -2.2780 0.7442 -2.6318
H 0.6386 -3.2231 3.4341
H -1.5899 -3.0029 4.5432
H -3.1279 -1.1744 3.7456
H -2.4632 0.1243 1.7500
H 4.3910 -2.2425 1.8497
H 6.6672 -1.8412 0.9067
H 6.9895 -0.3023 -0.9723
H 5.0477 0.8751 -2.0073
C -0.7915 -4.6082 -0.9387
Te 0.6842 -3.2292 -1.6505
C 2.0238 -4.3700 -0.4411
C 1.3566 -5.7149 -0.2920
C 2.0882 -6.8336 0.0917
C 1.4663 -8.0645 0.2269
C 0.1061 -8.1851 -0.0214
C -0.6283 -7.0736 -0.4021
C -0.0101 -5.8357 -0.5397
H -1.5233 -4.8169 -1.7172
H -1.3006 -4.1686 -0.0787
H 2.1573 -3.8577 0.5111
H 2.9848 -4.4394 -0.9461
H 3.1515 -6.7408 0.2771
H 2.0452 -8.9315 0.5156
H -0.3785 -9.1480 0.0688
H -1.6888 -7.1700 -0.6028
I -6.4782 0.8252 0.3747
C -4.9219 -0.3698 -0.2968
C -5.1323 -1.6925 -0.6579
C -4.0593 -2.4239 -1.1384
C -2.8201 -1.8202 -1.2203
N -2.6037 -0.5580 -0.8328
C -3.6433 0.1551 -0.3846
H -6.1140 -2.1385 -0.5726
H -4.1778 -3.4511 -1.4530
H -1.9679 -2.3455 -1.6233
H -3.4282 1.1708 -0.0777
C -4.3971 2.3068 3.6566
C -2.9501 2.5930 3.9333
C -2.3963 2.3873 5.1857
C -1.0539 2.6523 5.4192
Cl -0.3932 2.3689 6.9994
C -0.2438 3.1300 4.4104
C -0.7798 3.3392 3.1441
C -2.1208 3.0731 2.9147
O -2.7344 3.2204 1.6929
C -1.9588 3.7403 0.6390
C -0.8812 2.7624 0.1615
O 0.1763 3.1060 -0.3072
O -1.2642 1.5222 0.3858
H -4.9070 1.9891 4.5646
H -4.5107 1.5218 2.9045
H -4.9038 3.1880 3.2611
H -3.0159 2.0189 5.9934
H 0.7992 3.3394 4.6016
H -0.1264 3.6965 2.3606
H -1.4741 4.6872 0.8834
H -2.6585 3.9113 -0.1809
```

Output
HOMO: -10.4 eV
E_LUMO: -3.72 eV
largest force on an atom: 1.13 eV Å⁻¹
total charge: +1
E_tot: -3234.07249 Eh

Mulliken population analysis, charges in e, atoms 1 to 5: -0.920 -0.976 -0.532 -0.549 0.329

=====

Entry 6:
ORCA calculation (ωB97M-V/def2-TZVPD) on a molecular structure, C26H47AlCl3N3O4Si in a non-equilibrium geometry.

XYZ file:
```
85
Properties=species:S:1:pos:R:3
C -3.2112 2.8042 0.2190
C -3.6599 2.3914 -1.1703
H -3.0826 3.8898 0.3752
H -2.2343 2.3644 0.4749
H -3.8994 2.4304 1.0073
C -4.0759 3.2390 -2.1254
C -4.1636 4.7263 -1.9541
H -4.4208 2.8126 -3.0777
H -3.1428 5.1279 -1.7568
H -4.8157 4.9671 -1.0815
H -4.5721 5.1830 -2.8833
Al -1.8894 -0.2814 0.7319
Cl -1.1321 -1.8456 -0.6006
Cl -3.5587 -0.0778 2.0885
H 5.5163 -2.0145 0.4951
H 5.6109 -4.5005 1.4494
C 4.9483 -1.7539 1.4098
C 5.1419 -4.0243 2.3117
N 4.2802 -2.9312 1.9170
H 4.2182 -0.8805 1.1695
C 2.9720 -3.2256 1.6699
O 2.0725 -2.4143 1.5147
H 4.5481 -4.7646 2.8426
H 2.7724 -4.3222 1.6471
H 5.7023 -1.4736 2.1685
H 5.9133 -3.6433 2.9726
H 2.9625 3.1158 -0.6586
H 0.1643 3.6481 0.8583
C 2.2514 2.7001 -1.3891
C 0.2626 3.6791 -0.2278
N 0.9606 2.4811 -0.6816
H 2.6832 1.7592 -1.7777
C 0.4499 1.3182 -0.2788
O -0.3179 1.1907 0.6937
H -0.7239 3.7102 -0.6976
H 0.6164 0.3439 -0.8983
H 2.0665 3.4294 -2.1934
H 0.8437 4.5348 -0.5624
O -2.4278 0.5257 -0.6329
C -3.4696 0.9252 -1.4029
C -2.9559 1.1124 -4.0084
C -3.5065 0.4653 -2.8770
H -2.3247 2.0061 -3.9063
C -3.2542 0.6484 -5.3274
H -4.3473 0.4407 -0.9482
C -4.2321 -0.7041 -3.0934
H -2.8972 1.2080 -6.2207
C -4.0433 -0.5036 -5.4931
C -4.5291 -1.1937 -4.3714
H -4.6171 -1.2288 -2.2089
H -4.2859 -0.8751 -6.5065
H -5.1885 -2.0813 -4.4828
Si 0.6620 -0.8374 -2.4018
Cl 3.2218 0.2946 0.1809
C 0.5230 0.8974 -3.2661
C -0.7218 -1.7572 -3.4054
C 1.8574 -1.8704 -1.5672
H -0.0882 0.8341 -4.1728
H 1.5358 1.2030 -3.5585
H 0.0753 1.7032 -2.6577
H 1.9339 -1.6644 -0.4970
H 2.7875 -1.6015 -2.0708
H 1.5411 -2.9055 -1.7655
H -1.2438 -1.1537 -4.1700
H -1.5337 -2.1694 -2.7587
H -0.1853 -2.6035 -3.8691
O -0.6814 -0.9139 2.0620
C 0.0203 -0.7925 3.1066
C -0.3016 -1.6412 4.3333
C 0.7869 -2.6364 4.7093
C 1.9301 -2.0357 5.4919
C 2.7497 -0.9629 4.7367
C 1.9463 0.2543 4.3595
N 1.0702 0.0281 3.1976
H -0.4826 -0.9604 5.1766
H -1.2403 -2.1581 4.1009
H 0.3301 -3.4135 5.3229
H 1.1376 -3.1465 3.8119
H 1.5343 -1.5753 6.4084
H 2.6191 -2.8310 5.8166
H 3.5911 -0.6698 5.3867
H 3.1869 -1.4096 3.8287
H 1.3928 0.6328 5.2228
H 2.6495 1.0352 4.0797
H 1.4184 0.3884 2.3057
```

Output
HOMO: -8.1 eV
E_LUMO: -0.30 eV
largest force on an atom: 5.02 eV Å⁻¹
E_tot: -3396.77509 Eh

Mulliken population analysis, charges in e, atoms 1 to 5: -0.837 0.436 0.373 -0.072 0.239

=====

Entry 7:
ORCA calculation (ωB97M-V/def2-TZVPD) on 2 unconnected molecules or ions with the total composition C6H10NPS in a non-equilibrium geometry.

XYZ file:
```
19
Properties=species:S:1:pos:R:3
C 1.7725 -0.2192 -1.1928
C 3.1121 -0.4669 -1.1267
C 2.1817 0.5757 0.9364
C 1.2598 0.4347 -0.0288
C -1.3833 -1.1773 0.7862
C -2.7859 0.4184 -0.5099
N -1.4705 0.1284 0.0437
P -0.3718 1.3252 -0.2349
S 3.7349 -0.1970 0.4390
H 1.2435 -0.3879 -2.1226
H 3.6714 -1.1135 -1.7964
H 2.2647 1.0649 1.8545
H -0.2734 -1.5417 0.7530
H -1.4426 -0.8196 1.8638
H -2.0632 -1.9246 0.5945
H -2.6168 1.0977 -1.3057
H -3.3023 -0.4151 -0.8352
H -3.4546 0.9847 0.1487
H -0.0763 2.2331 1.7331
```

Output
HOMO: -8.0 eV
E_LUMO: 0.53 eV
largest force on an atom: 6.72 eV Å⁻¹
E_tot: -1028.78658 Eh

Mulliken population analysis, charges in e, atoms 1 to 5: -0.385 -0.382 -0.417 0.110 -0.857